Record 1
A cluster of 7 separate species, C36H78BN2O9 in total in a non-equilibrium geometry. Source: OMol25; level of theory: ωB97M-V with the def2-TZVPD basis set.

Each line ends with the Löwdin charge.
Element x y z (Å)
O1 -0.095 -0.283 -3.293  -0.094
O2 3.744 6.809 -1.127  -0.159
O3 -7.256 2.197 -1.208  -0.159
O4 -2.290 -9.262 -1.803  -0.160
O5 -4.305 -3.518 -2.588  -0.164
O6 1.023 6.097 3.313  -0.167
O7 2.075 1.849 0.569  0.130
O8 5.591 -4.450 4.111  -0.165
O9 1.648 -1.100 -2.199  -0.039
N1 -0.489 0.759 -0.352  -0.023
N2 3.199 1.301 -1.574  -0.138
C1 3.542 2.581 -2.181  -0.092
C2 6.310 -4.280 2.901  -0.279
C3 -0.327 7.718 4.574  -0.082
C4 -0.890 -0.609 -0.101  -0.173
C5 -2.547 -7.869 -1.711  -0.275
C6 1.013 -1.076 1.566  -0.012
C7 1.434 7.635 -0.992  -0.078
C8 -4.275 -9.814 -3.144  -0.082
C9 0.751 -0.243 -2.350  -0.692
C10 0.600 4.948 4.029  -0.278
C11 6.340 -4.345 5.305  -0.287
C12 0.581 0.946 -1.355  -0.146
C13 -5.108 2.208 -2.413  -0.068
C14 2.842 -1.479 3.278  -0.054
C15 2.459 6.598 -0.565  -0.271
C16 4.593 8.246 0.678  -0.079
C17 1.121 -3.700 0.776  -0.085
C18 0.090 7.159 3.224  -0.287
C19 0.235 -2.833 0.188  -0.052
C20 1.912 -1.937 2.158  -0.282
C21 -3.393 -7.480 -0.512  -0.073
C22 0.159 -1.505 0.570  -0.186
C23 7.428 -5.290 2.707  -0.082
C24 -8.270 3.985 -2.559  -0.085
C25 -5.331 -1.750 -3.962  -0.075
C26 7.014 -2.995 5.490  -0.080
C27 4.369 8.037 -0.811  -0.288
C28 -7.503 3.586 -1.309  -0.288
C29 -4.561 -2.130 -2.710  -0.278
C30 -6.500 1.617 -2.260  -0.284
C31 -0.630 4.277 3.442  -0.072
C32 4.337 0.673 -0.903  -0.088
C33 -2.171 -3.481 -3.800  -0.062
C34 -3.423 -10.099 -1.918  -0.290
C35 1.979 -3.262 1.774  -0.069
C36 -3.546 -4.099 -3.636  -0.282
B1 1.988 1.370 -0.732  -0.537
H1 -0.327 1.266 0.507  0.081
H2 2.781 -2.183 4.119  0.072
H3 6.273 -2.194 5.470  0.080
H4 0.445 5.194 5.085  0.104
H5 -5.140 3.270 -2.661  0.064
H6 -4.563 1.697 -3.208  0.078
H7 -4.690 -8.806 -3.129  0.066
H8 -6.407 0.558 -2.020  0.105
H9 0.547 8.067 5.127  0.080
H10 3.654 8.273 1.233  0.061
H11 0.576 7.949 2.649  0.112
H12 3.877 -1.401 2.922  0.071
H13 1.435 4.247 3.994  0.118
H14 2.130 5.616 -0.907  0.115
H15 -4.385 -7.935 -0.545  0.064
H16 -1.014 8.556 4.440  0.075
H17 -2.915 -7.806 0.414  0.081
H18 3.804 8.872 -1.241  0.104
H19 -0.784 6.846 2.640  0.107
H20 -0.828 6.970 5.189  0.064
H21 -6.563 4.145 -1.235  0.106
H22 0.458 7.404 -0.562  0.074
H23 -4.027 -10.049 -1.005  0.104
H24 2.788 2.862 -2.930  0.091
H25 1.342 7.656 -2.080  0.081
H26 7.072 -5.158 5.369  0.104
H27 -9.225 3.458 -2.604  0.079
H28 -2.226 -2.423 -4.058  0.069
H29 -3.524 -6.397 -0.477  0.078
H30 7.740 -2.790 4.702  0.064
H31 4.916 1.425 -0.324  0.078
H32 -0.440 -3.207 -0.581  0.106
H33 -1.339 -1.097 -0.974  0.108
H34 5.632 -4.502 6.120  0.117
H35 1.711 8.640 -0.669  0.062
H36 4.475 2.434 -2.749  0.085
H37 2.660 -3.971 2.242  0.103
H38 7.916 -5.132 1.744  0.077
H39 -1.613 -3.986 -4.590  0.080
H40 -7.721 3.745 -3.470  0.064
H41 5.194 7.433 1.089  0.082
H42 -1.501 4.935 3.457  0.065
H43 4.961 0.158 -1.644  0.089
H44 5.113 9.189 0.852  0.073
H45 5.334 8.024 -1.319  0.116
H46 -0.880 3.381 4.011  0.079
H47 -8.463 5.059 -2.558  0.073
H48 0.992 -0.047 1.924  0.109
H49 -3.040 -11.119 -1.979  0.115
H50 -5.526 -0.676 -3.971  0.056
H51 -8.091 3.853 -0.430  0.115
H52 -5.150 -1.853 -1.832  0.113
H53 -7.056 1.674 -3.203  0.105
H54 -4.546 2.106 -1.484  0.087
H55 -2.998 -7.505 -2.641  0.095
H56 5.586 -4.394 2.094  0.118
H57 2.503 -0.506 3.660  0.068
H58 7.542 -2.963 6.445  0.074
H59 7.032 -6.307 2.735  0.081
H60 -6.286 -2.280 -4.001  0.080
H61 6.692 -3.255 2.828  0.107
H62 3.938 -0.062 -0.190  0.086
H63 0.294 1.824 -1.971  0.133
H64 3.659 3.417 -1.459  0.075
H65 2.941 2.228 0.756  0.091
H66 -1.716 -0.554 0.637  0.120
H67 -5.108 -10.518 -3.198  0.073
H68 -4.783 -1.997 -4.872  0.068
H69 -1.605 -3.556 -2.870  0.074
H70 -4.105 -4.063 -4.580  0.103
H71 -3.436 -5.156 -3.384  0.097
H72 2.526 6.538 0.526  0.103
H73 -3.678 -9.910 -4.053  0.080
H74 1.156 -4.750 0.482  0.099
H75 -3.625 -1.566 -2.645  0.110
H76 -1.575 -7.383 -1.629  0.122
H77 8.190 -5.213 3.485  0.062
H78 -0.451 3.994 2.404  0.082

Charge: -1
HOMO (eV): -4.005
HOMO-LUMO gap (Ha): 0.2288
E_LUMO (eV): 2.222

Record 2
A structure of composition C36H78F12N6O11S4 in a non-equilibrium geometry. Source: OMol25; level of theory: ωB97M-V with the def2-TZVPD basis set.

Each line ends with the Löwdin charge.
Element x y z (Å)
S1 -26.504 5.584 1.171  0.665
S2 -26.753 4.753 -4.252  0.622
S3 -24.025 5.051 2.405  0.559
S4 -24.153 3.907 -4.099  0.535
F1 -27.477 7.849 0.372  0.124
F2 -27.711 6.705 -2.697  0.177
F3 -27.532 7.602 2.552  0.133
F4 -25.393 4.335 4.570  0.123
F5 -23.186 4.216 4.705  0.123
F6 -22.400 3.919 -5.969  0.094
F7 -24.462 3.848 -6.759  0.102
F8 -28.873 6.433 1.327  0.188
F9 -24.107 6.205 4.687  0.114
F10 -23.695 5.756 -5.909  0.123
F11 -26.254 7.534 -3.930  0.181
F12 -28.100 6.940 -4.839  0.111
O1 -20.751 8.862 -3.282  -0.190
O2 -26.187 5.438 -0.225  -0.312
O3 -22.969 4.178 -3.327  -0.308
O4 -24.184 3.703 1.905  -0.289
O5 -29.797 2.225 -0.885  -0.194
O6 -26.818 4.713 -5.718  -0.308
O7 -24.477 2.524 -4.317  -0.292
O8 -27.648 3.911 -3.548  -0.282
O9 -22.790 5.646 2.169  -0.245
O10 -27.222 4.435 1.759  -0.304
O11 -29.220 -1.410 -6.478  -0.222
N1 -29.125 1.544 -6.116  -0.234
N2 -26.817 1.224 -0.315  -0.228
N3 -18.768 1.736 -2.750  -0.266
N4 -23.100 7.831 -1.238  -0.245
N5 -25.310 4.829 -3.662  -0.292
N6 -25.219 6.032 2.035  -0.288
C1 -27.187 0.906 -1.799  -0.127
C2 -28.747 2.866 -0.195  -0.218
C3 -19.366 1.790 -4.164  -0.073
C4 -18.119 3.096 -2.517  -0.083
C5 -29.645 0.680 -7.318  -0.076
C6 -28.955 2.982 -6.621  -0.155
C7 -30.272 -0.673 -7.053  -0.176
C8 -27.945 1.779 0.514  -0.070
C9 -21.923 7.474 -0.403  -0.163
C10 -27.831 1.030 -5.555  0.032
C11 -28.092 3.155 -7.885  -0.043
C12 -25.671 2.295 -0.304  -0.155
C13 -17.750 0.630 -2.628  -0.128
C14 -15.946 -0.760 -3.635  -0.090
C15 -29.568 -2.420 -5.663  -0.135
C16 -31.587 2.063 -5.274  -0.024
C17 -22.924 7.816 -2.746  -0.085
C18 -23.664 4.410 -5.797  -0.596
C19 -26.284 0.030 0.392  -0.008
C20 -18.857 3.113 -4.750  -0.132
C21 -30.782 3.221 -1.107  -0.078
C22 -24.325 9.192 0.533  -0.022
C23 -28.027 -0.352 -1.931  -0.042
C24 -21.300 6.187 -0.783  -0.050
C25 -16.566 0.666 -3.666  -0.191
C26 -27.190 6.646 -3.871  -0.675
C27 -27.693 6.961 1.363  -0.664
C28 -24.218 4.934 4.202  -0.601
C29 -20.089 9.976 -3.859  -0.103
C30 -22.182 8.984 -3.379  -0.177
C31 -24.115 6.773 -0.978  -0.037
C32 -19.915 1.447 -1.798  0.025
C33 -23.682 9.158 -0.834  -0.149
C34 -18.826 3.997 -3.513  -0.153
C35 -30.165 1.555 -4.978  -0.138
C36 -24.298 1.855 -0.733  -0.061
H1 -19.850 4.195 -3.211  0.103
H2 -17.391 0.716 -1.597  0.139
H3 -14.911 -0.798 -3.933  0.079
H4 -29.948 3.365 -6.794  0.115
H5 -26.066 3.046 -0.984  0.103
H6 -20.298 6.163 -0.377  0.096
H7 -19.051 0.926 -4.734  0.127
H8 -27.113 -0.580 0.755  0.116
H9 -27.746 4.167 -8.053  0.088
H10 -28.665 3.566 -5.732  0.094
H11 -25.708 2.708 0.696  0.080
H12 -28.051 -0.513 -3.012  0.067
H13 -21.235 6.138 -1.873  0.065
H14 -24.515 10.250 0.781  0.115
H15 -25.101 6.981 -1.351  0.090
H16 -28.787 -2.845 -5.099  0.081
H17 -22.820 9.801 -0.887  0.122
H18 -28.813 0.607 -8.040  0.140
H19 -29.020 -0.160 -1.541  0.082
H20 -31.074 -0.601 -6.215  0.138
H21 -27.973 -0.056 -5.437  0.097
H22 -24.308 1.633 -1.807  0.055
H23 -19.390 1.401 -0.834  0.111
H24 -27.273 2.455 -7.889  0.069
H25 -22.451 6.885 -3.019  0.109
H26 -30.636 -1.112 -8.062  0.174
H27 -27.566 -1.203 -1.478  0.071
H28 -23.597 2.720 -0.709  0.089
H29 -23.718 8.664 1.242  0.080
H30 -31.606 2.763 -1.664  0.093
H31 -29.922 -3.258 -6.271  0.103
H32 -28.684 2.933 -8.755  0.073
H33 -23.830 1.006 -0.183  0.093
H34 -26.230 0.715 -2.345  0.138
H35 -29.645 2.125 -4.259  0.088
H36 -16.492 -1.492 -4.233  0.085
H37 -20.420 0.509 -1.971  0.110
H38 -23.889 7.713 -3.210  0.116
H39 -16.006 -1.130 -2.633  0.065
H40 -17.824 3.063 -5.073  0.113
H41 -15.762 1.331 -3.292  0.118
H42 -27.658 1.811 -2.134  0.084
H43 -29.184 3.494 0.628  0.133
H44 -21.882 5.344 -0.400  0.082
H45 -30.381 4.013 -1.700  0.082
H46 -19.072 10.098 -3.440  0.100
H47 -17.054 2.960 -2.589  0.121
H48 -20.596 2.300 -1.744  0.108
H49 -25.700 0.228 1.265  0.112
H50 -27.730 1.544 -4.604  0.072
H51 -22.462 8.811 -4.437  0.139
H52 -27.446 2.027 1.427  0.124
H53 -30.042 0.502 -4.559  0.142
H54 -19.481 3.654 -5.516  0.142
H55 -20.464 1.826 -4.065  0.136
H56 -22.484 10.032 -3.094  0.138
H57 -30.426 -2.101 -5.023  0.104
H58 -31.622 3.125 -5.339  0.076
H59 -28.097 3.540 -0.835  0.127
H60 -32.004 1.526 -6.116  0.076
H61 -16.823 0.857 -4.702  0.102
H62 -32.257 1.761 -4.489  0.084
H63 -20.628 10.913 -3.809  0.080
H64 -22.308 7.323 0.588  0.095
H65 -31.156 3.563 -0.139  0.101
H66 -18.288 -0.357 -2.674  0.150
H67 -23.805 5.873 -1.456  0.082
H68 -24.395 9.382 -1.642  0.148
H69 -24.203 6.708 0.107  0.061
H70 -19.985 9.797 -4.950  0.097
H71 -18.366 3.401 -1.480  0.144
H72 -30.296 1.379 -7.892  0.141
H73 -18.295 4.951 -3.505  0.136
H74 -26.979 1.327 -6.218  0.126
H75 -25.609 -0.483 -0.215  0.085
H76 -25.230 8.644 0.459  0.043
H77 -21.298 8.357 -0.468  0.143
H78 -28.641 0.947 0.642  0.141

Charge: +2
HOMO (eV): -13.327
HOMO-LUMO gap (Ha): 0.3602
E_LUMO (eV): -3.524